Formula: C41H44N8OPSeSi2TeZr
Source: OMol25
Level of theory: ωB97M-V/def2-TZVPD

Structure (XYZ):
```
100
Properties=species:S:1:pos:R:3:forces:R:3
Zr -0.4800 0.7231 0.4719 0.05 0.52 -1.10
Se 2.0119 7.1573 4.2709 0.00 0.01 0.02
N 0.5564 6.1499 4.4195 0.23 0.04 -0.17
C 0.6418 5.2380 3.4825 -0.30 -0.21 0.04
C -0.3739 4.2018 3.2752 0.16 0.37 0.23
C -1.5208 4.0951 4.0707 -0.01 0.07 0.08
C -2.4218 3.0831 3.8286 -0.05 0.01 0.04
C -2.1676 2.1855 2.8010 0.10 0.02 -0.10
N -1.0795 2.2825 2.0262 0.14 0.06 0.17
C -0.1849 3.2804 2.2610 0.05 -0.19 -0.27
C 1.0022 3.3324 1.4019 -0.21 -0.20 0.08
N 1.1152 2.3837 0.4404 0.03 -0.07 0.19
C 2.1863 2.3837 -0.3594 -0.04 0.07 0.02
C 3.1980 3.3247 -0.2415 0.02 -0.01 -0.03
C 3.0962 4.2865 0.7423 0.06 0.06 0.01
C 1.9797 4.2987 1.5840 0.15 0.39 0.19
C 1.8003 5.2861 2.6503 0.13 -0.22 -0.29
N 2.6663 6.2375 2.9003 -0.23 0.01 0.17
H -1.6733 4.8111 4.8692 0.00 -0.01 -0.01
H -3.3130 2.9635 4.4284 0.01 0.01 0.00
H -2.8407 1.3617 2.5981 0.02 0.00 0.01
H 2.2376 1.6034 -1.1105 -0.01 0.01 0.02
H 4.0454 3.2881 -0.9116 0.00 0.02 0.01
H 3.8639 5.0387 0.8796 -0.01 -0.01 -0.01
N -1.3188 2.5665 -0.9191 -0.24 -0.17 0.18
C -2.1452 2.4450 -2.1318 0.14 0.26 0.10
C -2.5638 3.5928 -2.7861 -0.06 -0.02 -0.04
C -3.3268 3.4686 -3.9372 0.00 -0.03 0.00
C -3.6629 2.2081 -4.4233 0.01 0.02 0.03
C -3.2350 1.0713 -3.7602 -0.05 0.01 -0.07
C -2.4709 1.1897 -2.5988 0.10 -0.11 -0.16
P -1.9260 -0.2459 -1.6627 -0.45 -0.01 0.25
C -1.6038 -1.5418 -2.8582 0.07 0.00 -0.11
C -0.3941 -1.5060 -3.5590 -0.01 -0.03 -0.02
C -0.1769 -2.3759 -4.6145 -0.03 0.01 0.08
C -1.1602 -3.2938 -4.9664 -0.01 -0.01 -0.01
C -2.3616 -3.3318 -4.2749 0.00 0.00 0.01
C -2.5946 -2.4505 -3.2278 0.02 -0.05 -0.10
C -3.3883 -0.6674 -0.6592 -0.04 -0.09 -0.11
C -4.1849 0.3673 -0.1572 0.02 0.01 -0.03
C -5.2629 0.0868 0.6699 0.02 -0.07 -0.02
C -5.5728 -1.2313 0.9819 0.01 -0.02 -0.03
C -4.7971 -2.2665 0.4720 -0.01 0.05 0.04
C -3.6990 -1.9882 -0.3286 0.10 -0.03 0.13
H -0.5011 3.1226 -1.1677 -0.01 -0.05 0.07
H -1.8298 3.1483 -0.2521 0.04 0.02 -0.06
H -2.2984 4.5735 -2.4081 0.00 -0.01 -0.01
H -3.6547 4.3571 -4.4596 -0.01 -0.01 0.00
H -4.2576 2.1143 -5.3218 0.01 0.01 0.00
H -3.4938 0.0934 -4.1481 0.03 0.00 0.03
H 0.3734 -0.7794 -3.3039 -0.02 0.02 0.01
H 0.7488 -2.3379 -5.1709 0.05 0.01 0.00
H -0.9915 -3.9742 -5.7905 0.00 0.00 0.01
H -3.1277 -4.0422 -4.5551 0.00 0.01 -0.01
H -3.5497 -2.4744 -2.7218 0.03 0.04 -0.10
H -4.0083 1.3951 -0.4529 0.03 0.04 -0.02
H -5.8845 0.8917 1.0388 0.00 0.01 0.00
H -6.4319 -1.4548 1.6005 0.01 0.01 0.01
H -5.0509 -3.2959 0.6929 0.00 0.02 0.00
H -3.0936 -2.8059 -0.7016 -0.01 0.03 0.10
C 5.5275 -2.8281 -1.4067 0.30 -0.05 0.14
Si 3.8358 -2.6488 -2.1040 -0.12 0.00 0.00
C 3.8615 -2.0886 -3.8710 0.00 0.06 -0.21
C 2.8415 -4.2026 -1.9286 -0.17 -0.19 0.03
C 3.0065 -1.2149 -1.1239 -0.08 0.34 0.18
Te 1.0794 -1.6481 -0.3148 0.36 -0.48 -0.31
C 1.8411 -2.5620 1.4478 -0.09 -0.15 -0.06
Si 2.3908 -1.5086 2.9232 -0.06 0.10 -0.10
C 1.6488 0.2033 2.6575 0.02 0.12 0.11
C 4.2212 -1.3256 2.8652 0.32 -0.02 0.01
C 1.7486 -2.2342 4.4843 -0.13 -0.12 0.24
H 6.1052 -3.5192 -2.0261 0.02 0.01 0.05
H 5.5136 -3.2318 -0.3911 0.03 0.01 -0.01
H 6.0636 -1.8760 -1.3920 0.02 -0.04 0.00
H 3.8423 -2.9498 -4.5433 0.02 0.05 -0.02
H 4.7636 -1.5158 -4.0969 -0.04 0.00 0.00
H 3.0011 -1.4569 -4.1081 -0.02 -0.05 -0.07
H 3.4619 -5.0387 -2.2632 -0.06 -0.01 -0.02
H 1.9522 -4.1803 -2.5646 -0.01 -0.03 0.04
H 2.5233 -4.4405 -0.9094 0.05 0.00 -0.04
H 2.9212 -0.3481 -1.7842 -0.03 -0.03 0.04
H 3.5958 -0.9215 -0.2519 0.05 0.06 -0.06
H 2.6908 -3.1257 1.0528 -0.02 -0.04 0.02
H 1.0785 -3.2947 1.7192 0.02 0.01 0.01
H 2.0894 0.6036 1.7425 -0.05 0.03 -0.03
H 1.9009 0.8915 3.4693 -0.01 0.01 -0.03
H 0.5505 0.1497 2.6385 0.07 -0.02 0.02
H 4.5476 -0.8858 1.9186 0.06 0.00 0.04
H 4.7232 -2.2902 2.9750 0.00 0.03 -0.01
H 4.5760 -0.6844 3.6756 0.02 0.00 -0.03
H 0.6588 -2.1585 4.5366 0.01 -0.03 0.05
H 2.1624 -1.6947 5.3398 -0.05 -0.03 0.02
H 2.0192 -3.2857 4.6011 0.00 0.02 -0.02
O -1.4403 -0.3851 1.7775 -0.31 -0.21 0.23
N -1.3101 -1.7319 1.5557 -0.06 0.11 0.29
C -1.9212 -2.4135 2.4492 -0.16 -0.21 0.06
C -1.8502 -3.8475 2.3279 -0.05 0.25 0.06
N -1.7684 -4.9837 2.1914 0.01 -0.01 0.00
C -2.6718 -1.7681 3.5007 0.16 -0.20 -0.10
N -3.2303 -1.1841 4.3147 -0.05 0.03 -0.01
```
Positions in Å, forces in eV/Å.

Properties
- Strongest force on any atom: 1.22 eV Å⁻¹
- Frontier orbital gap: 7.1 eV
- LUMO level: -9.21 eV
- ΔE to the lowest compared entry with this formula, charge and spin: 83.9 kJ/mol
- Charge: +3